ORCA calculation (ωB97M-V/def2-TZVPD) on a molecular structure, H18KrO9.

Geometry as XYZ:
```
28
Properties=species:S:1:pos:R:3:forces:R:3
Kr -0.19418 0.53614 0.58525 -0.1 -0.1 0.1
O 0.25644 -3.22983 1.96302 0.2 0.2 0.0
H -0.41870 -3.16704 1.28739 -0.2 0.0 -0.3
H 0.11108 -4.08447 2.36885 0.0 -0.3 0.1
O 0.92488 -2.64392 -1.79717 -0.2 -0.7 -0.1
H 0.90667 -1.69170 -1.89292 0.4 0.4 0.2
H 0.22169 -2.83624 -1.17688 -0.2 -0.1 0.1
O 1.96602 -0.09431 -1.90754 0.0 -0.2 0.2
H 1.19210 0.46882 -1.89491 -0.2 0.8 -0.1
H 2.17673 -0.19183 -2.83615 0.3 0.1 -0.3
O -4.01745 1.14739 1.68062 0.1 -0.1 -0.2
H -3.56485 1.16951 2.52376 0.1 -0.1 0.2
H -4.55019 1.94261 1.67328 -0.2 0.2 0.0
O 4.39899 0.76649 -0.52536 0.4 0.1 0.1
H 4.45060 1.44013 0.15271 0.1 0.2 0.1
H 3.46974 0.72376 -0.75096 -0.5 -0.3 -0.3
O -2.44713 -1.47059 -1.80234 0.2 0.1 0.2
H -3.37552 -1.47546 -1.56934 -0.3 0.0 0.2
H -2.42962 -1.72874 -2.72390 0.1 -0.1 -0.3
O 0.34528 2.53317 -2.18391 -0.1 -0.4 -0.6
H 0.55169 2.98715 -1.36688 0.3 0.0 0.5
H -0.56968 2.26911 -2.08720 -0.3 0.0 -0.1
O 1.32852 3.61444 0.23940 0.0 0.0 -0.2
H 1.38328 3.45495 1.18163 0.0 -0.2 0.2
H 0.91412 4.47409 0.16519 0.0 0.4 0.0
O -1.22763 -1.83736 3.82059 -0.5 0.3 0.5
H -1.21045 -0.89087 3.67879 0.0 0.2 0.1
H -0.59234 -2.18534 3.19486 0.5 -0.3 -0.4
```
Positions in Å, forces in eV/Å.

As for the HOMO energy: -10.67 eV. The lowest unoccupied orbital energy is -0.002 hartree. As for the spin multiplicity: 1. Its electronic energy is -93649.252 eV. Its HOMO-LUMO gap is 10.61 eV. The energy relative to the best compared isomer or geometry (same formula, charge and spin) is 90.38 kJ/mol.

Atom charges from the Löwdin analysis, given in e for atoms 1 to 2: Kr 0.237; O -0.037